Entry 1:
{
  "formula": "C49H51N2OSi",
  "method": "ωB97M-V with the def2-TZVPD basis set",
  "e_above_lowest_kj_mol": 0.0,
  "mol_weight_g_mol": 712.05,
  "homo_energy_ev": -9.42,
  "total_charge": 1,
  "gap_ha": 0.226,
  "species": ["C", "Si", "C", "C", "O", "C", "C", "C", "C", "C", "C", "C", "C", "C", "C", "C", "C", "C", "C", "C", "C", "C", "N", "C", "C", "C", "C", "C", "C", "C", "C", "H", "H", "H", "H", "H", "H", "H", "H", "H", "H", "H", "H", "H", "H", "H", "H", "H", "H", "H", "H", "H", "H", "H", "H", "H", "H", "H", "H", "H", "H", "H", "H", "H", "C", "N", "C", "C", "C", "C", "C", "C", "C", "C", "C", "C", "C", "C", "C", "C", "C", "C", "C", "C", "C", "C", "H", "H", "H", "H", "H", "H", "H", "H", "H", "H", "H", "H", "H", "H", "H", "H", "H", "H"],
  "coordinates": [[3.65087, 1.90874, 3.57207], [3.82961, 0.23378, 2.78200], [4.09859, 0.34618, 0.94634], [5.16388, -0.74612, 3.61969], [2.43400, -0.61626, 3.06786], [1.14846, -0.83746, 2.50148], [0.76740, 0.32666, 1.57606], [0.60693, 0.17088, 0.19618], [0.20334, 1.25960, -0.58460], [0.15210, 2.53324, -0.02578], [0.45596, 2.70837, 1.32534], [0.73172, 1.60602, 2.12972], [1.17036, -2.21219, 1.78404], [2.26175, -3.07738, 1.91053], [2.30577, -4.25826, 1.15998], [1.21995, -4.62207, 0.36150], [0.08109, -3.81335, 0.32048], [0.06098, -2.60248, 1.02169], [0.21173, -0.93646, 3.76605], [0.25518, -2.32385, 4.42623], [-1.00313, -3.05425, 3.97737], [-2.01603, -1.95886, 3.61516], [-1.23138, -0.72868, 3.47233], [-1.68221, 0.51309, 3.45810], [-2.99149, 1.03408, 2.98124], [-4.14007, 0.02221, 3.09131], [-4.75945, -0.42711, 1.92068], [-6.00570, -1.05185, 2.00036], [-6.56368, -1.32219, 3.24888], [-5.85725, -1.03709, 4.42255], [-4.63100, -0.36995, 4.33187], [4.64175, 2.37512, 3.66492], [3.01568, 2.58057, 2.98256], [3.21975, 1.81982, 4.57840], [5.12357, 0.70382, 0.76682], [3.98408, -0.63566, 0.46699], [3.39987, 1.04572, 0.46879], [6.09366, -0.16240, 3.59394], [4.90420, -0.94780, 4.66743], [5.34019, -1.70482, 3.11527], [0.79818, -0.79401, -0.27629], [-0.05166, 1.09369, -1.63372], [-0.11674, 3.39414, -0.63912], [0.46696, 3.70035, 1.77274], [0.96376, 1.75658, 3.18669], [3.08804, -2.82771, 2.58289], [3.19803, -4.88637, 1.21936], [1.25823, -5.54119, -0.22686], [-0.79383, -4.10249, -0.26785], [-0.79726, -1.92842, 0.93754], [0.54932, -0.17304, 4.48890], [1.19204, -2.84414, 4.21835], [0.19097, -2.15864, 5.50774], [-0.82439, -3.68145, 3.09895], [-1.40753, -3.68794, 4.77279], [-2.57217, -2.18303, 2.69370], [-2.75498, -1.87854, 4.42284], [-0.96602, 1.27018, 3.80595], [-2.82479, 1.20857, 1.90281], [-4.29091, -0.21733, 0.95617], [-6.54014, -1.29847, 1.07897], [-7.55306, -1.77264, 3.31434], [-6.24656, -1.30433, 5.40715], [-4.05409, -0.15799, 5.23598], [-9.71589, 2.44540, 4.79997], [-8.97727, 2.80801, 3.60970], [-9.77589, 3.31555, 2.51164], [-7.60921, 2.88084, 3.62508], [-6.87225, 2.91029, 2.41309], [-5.49540, 2.74848, 2.44765], [-4.78836, 2.66503, 3.65400], [-3.27981, 2.36645, 3.60652], [-2.59835, 2.58144, 4.97890], [-1.67692, 3.64172, 4.90450], [-0.84367, 3.95782, 5.97420], [-0.93483, 3.19212, 7.14033], [-1.89939, 2.18354, 7.24332], [-2.77328, 1.91233, 6.17884], [-1.75877, 4.25604, 3.57365], [-2.60071, 3.47095, 2.77205], [-2.74927, 3.76798, 1.42744], [-2.26319, 4.99214, 0.95146], [-1.52419, 5.84110, 1.78846], [-1.20142, 5.44040, 3.08861], [-5.49991, 2.83375, 4.84653], [-6.89068, 2.86635, 4.84021], [-9.30851, 1.52296, 5.23470], [-9.66505, 3.23473, 5.56310], [-10.75960, 2.28692, 4.51230], [-9.32034, 3.09455, 1.54155], [-10.76102, 2.83846, 2.56070], [-9.92876, 4.40715, 2.57219], [-7.37958, 2.97731, 1.44869], [-4.97303, 2.67569, 1.49595], [-0.12504, 4.76682, 5.84496], [-0.26124, 3.38910, 7.97231], [-1.99194, 1.59733, 8.15388], [-3.60016, 1.22095, 6.31818], [-3.23112, 3.06013, 0.74569], [-2.49018, 5.28804, -0.07416], [-1.19757, 6.81152, 1.41657], [-0.57793, 6.03608, 3.75277], [-4.98317, 2.89028, 5.79785], [-7.42237, 2.88714, 5.79067]]
}

Entry 2:
{
  "formula": "C8H11N2OP",
  "method": "ωB97M-V with the def2-TZVPD basis set",
  "e_above_lowest_kj_mol": 388.1,
  "mol_weight_g_mol": 182.16,
  "homo_energy_ev": [-7.86, -7.71],
  "total_charge": 0,
  "gap_ha": [0.266, 0.241],
  "species": ["C", "C", "C", "C", "C", "C", "C", "C", "N", "N", "O", "P", "H", "H", "H", "H", "H", "H", "H", "H", "H", "H", "H"],
  "coordinates": [[2.74984, -0.94288, -0.54046], [3.39845, 0.29284, -0.59722], [1.40684, -0.96520, -0.28823], [2.73006, 1.40861, -0.11425], [0.70722, 0.16117, 0.20826], [1.44254, 1.33145, 0.36349], [-1.26284, -1.07087, 0.48065], [-2.68969, -0.68797, 0.72651], [-2.03196, 1.71474, -0.91765], [-0.52235, 0.08958, 0.66406], [0.70439, 2.40235, 0.87962], [-3.16319, 0.70133, -0.63462], [3.38476, -1.72550, -0.90922], [4.30945, 0.27613, -0.99784], [0.74024, -1.87679, -0.30235], [3.09522, 2.35141, -0.09046], [-1.09636, -1.89533, 1.32278], [-1.22606, -1.50971, -0.48027], [-3.48940, -1.37114, 0.86906], [-2.77254, -0.24403, 1.64220], [-1.84647, 2.33623, -0.14616], [0.86195, 3.21051, 0.44467], [-2.91833, -0.16185, -1.85290]]
}

Entry 3:
{
  "formula": "C12H31F4N3O6PS2",
  "method": "ωB97M-V with the def2-TZVPD basis set",
  "e_above_lowest_kj_mol": 24.0,
  "mol_weight_g_mol": 484.49,
  "homo_energy_ev": -12.20,
  "total_charge": 1,
  "gap_ha": 0.327,
  "species": ["C", "C", "C", "C", "N", "N", "P", "N", "C", "F", "F", "C", "F", "F", "H", "H", "H", "H", "H", "H", "H", "H", "H", "H", "H", "H", "H", "H", "H", "O", "S", "O", "O", "C", "C", "C", "H", "H", "H", "H", "H", "H", "H", "H", "O", "S", "O", "O", "C", "C", "C", "H", "H", "H", "H", "H", "H", "H", "H"],
  "coordinates": [[2.78169, -1.89330, 4.67827], [3.09459, -1.99682, 3.18133], [2.98873, -3.42999, 2.66324], [3.76415, -3.71156, 1.38791], [3.25125, -3.03155, 0.16571], [3.72833, -1.67365, 0.03578], [5.43784, -1.54918, -0.69076], [5.33599, -2.02873, -2.14901], [2.73527, -0.86389, -0.80554], [1.69517, -0.56331, 0.00236], [3.41474, 0.27370, -1.11751], [2.29534, -1.64856, -2.09559], [0.96502, -2.00717, -2.00850], [2.45893, -0.80771, -3.15513], [2.24697, -0.98233, 4.90773], [3.69597, -1.91652, 5.27197], [2.16033, -2.72980, 4.99561], [2.42345, -1.32952, 2.63559], [4.12479, -1.63373, 3.02424], [3.40641, -4.09216, 3.42872], [1.94264, -3.71838, 2.53871], [4.82088, -3.46384, 1.55657], [3.73389, -4.77255, 1.13356], [3.58038, -3.52727, -0.65802], [3.70169, -1.24947, 0.97564], [5.64054, -0.20117, -0.41394], [6.17768, -2.26263, 0.25322], [5.89466, -2.84883, -2.35028], [2.90578, -2.53566, -2.25019], [-1.40405, 0.28202, 2.63981], [-2.73999, -0.16222, 2.35204], [-3.04026, -1.55016, 2.50357], [-3.09049, 0.31727, 0.88269], [-2.13461, -0.02652, -0.14520], [-2.22498, -1.46764, -0.60182], [-3.91697, 0.81125, 3.21288], [-1.13730, 0.22281, 0.21726], [-2.36489, 0.64599, -0.96759], [-1.96637, -2.17180, 0.18709], [-1.54190, -1.61084, -1.43876], [-3.23810, -1.69053, -0.93255], [-3.68004, 1.86148, 3.07092], [-3.83751, 0.53430, 4.26169], [-4.90466, 0.57012, 2.83068], [-4.04075, 6.39773, -2.81099], [-4.53324, 5.19784, -3.41438], [-5.78696, 4.66255, -2.98568], [-3.40762, 4.07731, -3.27528], [-2.86615, 3.86823, -1.95277], [-3.80448, 3.10947, -1.03751], [-4.51378, 5.33256, -5.16461], [-2.58474, 4.83406, -1.53138], [-1.95151, 3.30538, -2.13346], [-4.69989, 3.68703, -0.81770], [-3.30047, 2.88441, -0.09697], [-4.12252, 2.17517, -1.50084], [-3.54704, 5.71446, -5.47802], [-5.30686, 6.02978, -5.42422], [-4.71497, 4.35408, -5.59058]]
}

Entry 4:
{
  "formula": "C7H14N",
  "method": "ωB97M-V with the def2-TZVPD basis set",
  "e_above_lowest_kj_mol": 376.0,
  "mol_weight_g_mol": 112.20,
  "homo_energy_ev": -13.30,
  "total_charge": 1,
  "gap_ha": 0.251,
  "species": ["C", "C", "C", "C", "C", "C", "C", "N", "H", "H", "H", "H", "H", "H", "H", "H", "H", "H", "H", "H", "H", "H"],
  "coordinates": [[1.29287, -0.44452, -0.08658], [0.48103, 0.31979, 0.81692], [0.20277, 0.93211, -0.59029], [0.84636, 2.10854, -0.82144], [-2.74802, -1.14703, -1.95175], [-1.59293, -0.70356, -1.12016], [-1.01275, 0.48372, -1.30055], [2.00139, -0.72286, 3.34362], [2.18873, -0.14212, -0.61355], [1.06178, -1.49756, -0.22731], [1.00855, 1.04701, 1.43249], [-0.20715, -0.31535, 1.35523], [0.78513, 2.56168, -1.80487], [1.04311, 2.81759, -0.02259], [-2.40392, -1.94592, -2.61671], [-3.56420, -1.55027, -1.35630], [-3.12671, -0.35569, -2.59598], [-1.37755, -1.32659, -0.25647], [-1.36816, 1.14471, -2.08036], [1.34489, -0.18141, 3.89530], [2.38844, -0.13361, 2.62013], [2.75634, -0.94867, 3.98121]]
}

Entry 5:
{
  "formula": "C35H37N5P2PtSeTe",
  "method": "ωB97M-V with the def2-TZVPD basis set",
  "e_above_lowest_kj_mol": 9.6,
  "mol_weight_g_mol": 991.30,
  "homo_energy_ev": [-13.35, -13.35],
  "total_charge": 2,
  "gap_ha": [0.235, 0.235],
  "species": ["Pt", "N", "C", "C", "N", "C", "C", "N", "H", "H", "H", "H", "H", "H", "H", "H", "H", "H", "H", "H", "H", "Te", "C", "C", "C", "N", "C", "C", "C", "P", "C", "C", "C", "C", "C", "C", "C", "C", "C", "C", "C", "C", "P", "C", "C", "C", "C", "C", "C", "C", "C", "C", "C", "C", "C", "H", "H", "H", "H", "H", "H", "H", "H", "H", "H", "H", "H", "H", "H", "H", "H", "H", "H", "H", "H", "H", "H", "H", "H", "Se", "C", "N"],
  "coordinates": [[0.07179, 0.18050, 0.76194], [1.96883, 0.83768, 1.51549], [2.00293, 0.33253, 2.92065], [0.74065, 0.84519, 3.56676], [-0.48801, 0.43216, 2.79858], [-1.50567, 1.52313, 3.02359], [-2.75491, 1.46985, 2.17307], [-2.42493, 1.67515, 0.76168], [2.67517, 0.38463, 0.94340], [2.14462, 1.84249, 1.46949], [2.88556, 0.69005, 3.45446], [2.03313, -0.75646, 2.87838], [0.77952, 1.93517, 3.51975], [0.65364, 0.56824, 4.61843], [-0.85065, -0.42368, 3.21219], [-0.99567, 2.46432, 2.80998], [-1.76862, 1.52056, 4.08450], [-3.42798, 2.23534, 2.57923], [-3.26577, 0.51656, 2.28437], [-2.18235, 2.64353, 0.57435], [-3.21301, 1.44202, 0.16953], [-1.43050, -4.85225, 0.43533], [-1.05727, -5.91606, -1.34743], [-0.39373, -7.12734, -1.30741], [-0.16970, -7.78799, -2.51308], [-0.54282, -7.30917, -3.69170], [-1.19354, -6.14810, -3.71146], [-1.48583, -5.41707, -2.57065], [-0.59753, -3.03098, -0.27507], [-1.45159, -1.45099, 0.15809], [-2.40360, -2.02150, 1.60662], [-1.68822, -2.55569, 2.68516], [-2.34573, -2.97190, 3.83348], [-3.72785, -2.84943, 3.91914], [-4.44157, -2.31850, 2.85500], [-3.78502, -1.90421, 1.70375], [-2.65666, -1.23792, -1.18011], [-2.59553, -0.05812, -1.92285], [-3.45943, 0.13950, -2.99126], [-4.38357, -0.83880, -3.32576], [-4.44938, -2.01505, -2.58964], [-3.59294, -2.21795, -1.51946], [0.76767, -3.14132, -1.17411], [1.78277, -4.58336, -1.17744], [2.25266, -5.10336, 0.03361], [3.07622, -6.21142, 0.01779], [3.42681, -6.79799, -1.19487], [2.96262, -6.27961, -2.39560], [2.14763, -5.16012, -2.39721], [1.08293, -2.14540, -2.59244], [0.04522, -1.83063, -3.47468], [0.34400, -1.18134, -4.66125], [1.65694, -0.85016, -4.96132], [2.69118, -1.16840, -4.08411], [2.41218, -1.82077, -2.90079], [-0.03232, -7.55276, -0.38117], [0.34369, -8.74174, -2.52186], [-1.50190, -5.78990, -4.68635], [-2.03466, -4.48600, -2.64572], [-0.60874, -2.66881, 2.61545], [-1.78440, -3.39513, 4.65491], [-4.24550, -3.17324, 4.81084], [-5.51686, -2.22989, 2.91710], [-4.35776, -1.49725, 0.87979], [-1.85820, 0.69158, -1.67790], [-3.40759, 1.05795, -3.55992], [-5.05681, -0.68579, -4.15748], [-5.17609, -2.77500, -2.84299], [-3.66820, -3.13271, -0.94350], [1.96827, -4.64567, 0.97189], [3.45186, -6.61814, 0.94562], [4.07241, -7.66534, -1.20163], [3.23523, -6.74644, -3.33123], [1.78147, -4.75385, -3.32915], [-0.97289, -2.11684, -3.24851], [-0.45090, -0.93943, -5.35278], [1.88207, -0.34570, -5.89077], [3.71083, -0.90938, -4.32994], [3.21228, -2.08384, -2.22093], [0.87988, 0.84888, -1.46278], [0.89241, 2.53129, -0.67972], [0.89270, 3.50306, -0.05986]]
}

Entry 6:
{
  "formula": "C4H12",
  "method": "ωB97M-V with the def2-TZVPD basis set",
  "e_above_lowest_kj_mol": 29.4,
  "mol_weight_g_mol": 60.14,
  "homo_energy_ev": -11.60,
  "total_charge": 0,
  "gap_ha": 0.467,
  "species": ["C", "C", "H", "H", "H", "H", "H", "H", "C", "C", "H", "H", "H", "H", "H", "H"],
  "coordinates": [[-1.52336, 1.65282, 0.80275], [-0.15822, 2.34050, 0.86294], [-2.25052, 2.29588, 1.28681], [-1.86912, 1.40336, -0.20190], [-1.64220, 0.71488, 1.32874], [0.50192, 2.22457, 0.00644], [-0.31595, 3.36977, 1.14933], [0.42400, 1.94753, 1.69778], [0.39791, -2.52086, -0.52414], [1.30957, -1.51786, -1.19948], [0.56616, -2.55569, 0.54843], [-0.64704, -2.26919, -0.73095], [0.51585, -3.52760, -0.93682], [0.95996, -1.18947, -2.18134], [1.36541, -0.57568, -0.65255], [2.36564, -1.79296, -1.25601]]
}